Entry 1:
107
Properties=species:S:1:pos:R:3:mulliken_spin:R:1 method="wB97M-V/def2-TZVPD" s2=0.76 orbital_gap_ev="6.57 / 6.24" total_charge=+1 spin_multiplicity=2 total_energy_ev=-292739.3472
Ru -0.02278 -0.09486 -0.19768 0.727
C 1.28350 4.78572 4.07544 0.000
C 2.04314 3.75131 3.28946 0.000
O 1.16615 2.59695 3.06841 0.005
P 1.58416 1.48888 2.03482 0.002
S 0.41292 -0.17106 2.17997 0.022
S 1.29806 1.89000 0.03825 -0.024
O 3.12108 1.37826 2.37968 -0.001
C 3.99249 0.38884 1.77357 0.005
C 4.49740 -0.53581 2.85304 0.000
H 1.94592 5.63175 4.26521 0.000
H 0.96907 4.37688 5.03597 0.000
H 0.41449 5.13734 3.52546 0.000
H 2.91383 3.39496 3.83515 0.000
H 2.36704 4.13404 2.31941 0.000
H 4.80162 0.94284 1.30091 0.000
H 3.43630 -0.13155 0.99262 -0.004
H 5.03289 0.03165 3.61356 0.000
H 5.18557 -1.26529 2.42506 0.000
H 3.66977 -1.06749 3.32342 0.000
C -2.88954 -1.28750 2.06903 -0.001
Sb -2.44062 -1.80500 0.04088 -0.001
C -4.45971 -1.84905 -0.72819 0.016
C -2.47153 -3.89415 0.62674 0.005
C -1.94590 -4.89710 -0.32854 0.002
C -2.80122 -5.56129 -1.20432 0.000
C -2.32532 -6.52025 -2.08381 0.000
C -0.97611 -6.83809 -2.08435 0.000
C -0.11683 -6.18761 -1.21310 0.000
C -0.57571 -5.20534 -0.33708 -0.003
C 0.38755 -4.51420 0.57414 0.005
Sb 1.16261 -2.60551 -0.18174 -0.010
C 3.02508 -2.86065 0.85540 0.008
C 1.68938 -3.47330 -2.07249 0.000
H -3.78677 -1.83130 2.36752 -0.001
H -3.01662 -0.22338 2.24716 0.002
H -2.05899 -1.62930 2.68751 -0.001
H -5.12363 -1.80377 0.13370 -0.001
H -4.59259 -2.79955 -1.24339 0.001
H -4.70535 -1.04868 -1.42134 -0.001
H -3.52475 -4.06667 0.85694 0.000
H -1.93617 -3.91915 1.57571 0.000
H -3.86253 -5.33920 -1.17589 0.000
H -3.00759 -7.03077 -2.75060 0.000
H -0.59421 -7.59827 -2.75289 0.000
H 0.93587 -6.44733 -1.21045 0.000
H 1.31950 -5.08320 0.59992 0.000
H 0.04983 -4.42597 1.60589 -0.001
H 3.38808 -3.86488 0.63376 0.002
H 2.88353 -2.75751 1.92857 0.000
H 3.76406 -2.14609 0.50958 -0.003
H 2.54805 -4.13187 -1.93227 0.000
H 1.91320 -2.70395 -2.80164 -0.001
H 0.84815 -4.07137 -2.41995 -0.001
Se 1.39534 0.01616 -2.42085 0.190
C 3.24631 0.25205 -1.98397 0.012
C 3.81575 1.52060 -1.91479 -0.009
C 5.17252 1.63996 -1.64116 -0.003
N 5.97760 0.60186 -1.44400 0.012
C 5.44512 -0.61093 -1.55402 -0.003
C 4.10274 -0.83559 -1.82720 0.003
H 3.21935 2.40707 -2.07833 0.002
H 5.62893 2.62232 -1.57804 0.000
H 6.12331 -1.44874 -1.42440 0.000
H 3.74361 -1.84931 -1.93062 0.001
C -2.27045 3.81661 4.66367 0.000
O -1.80684 4.01905 3.31891 0.000
C -2.04915 3.03236 2.47110 0.001
O -2.60609 1.99956 2.77484 0.000
C -1.56426 3.27475 1.09531 0.010
C -1.22264 4.46638 0.59562 0.002
As -0.18938 4.85482 -1.02020 0.002
C -1.36164 6.29046 -1.68225 0.002
C -0.84276 3.41695 -2.17014 0.005
C -1.50834 2.32960 -1.79366 0.056
As -1.72374 1.69119 0.02501 -0.016
C -3.67254 1.49601 -0.01481 -0.004
C -1.95594 1.23251 -2.70319 -0.038
O -1.50811 0.10363 -2.60055 0.019
O -2.95774 1.56314 -3.49674 0.002
C -3.42047 0.52361 -4.37674 -0.003
C -0.35501 3.63989 -3.56242 0.004
O 0.15223 4.68760 -3.88726 0.001
O -0.48180 2.59522 -4.36904 0.003
C 0.10336 2.73790 -5.67373 -0.001
C -1.55981 5.72426 1.32051 -0.001
O -2.69134 6.09060 1.48310 0.000
O -0.45948 6.40562 1.66679 0.000
C -0.64585 7.68508 2.30125 0.000
H -2.06931 4.74510 5.18722 0.000
H -1.72808 2.99019 5.11951 0.000
H -3.33582 3.59950 4.66360 0.000
H -1.31228 7.12982 -0.99033 0.000
H -2.39262 5.95738 -1.77739 0.000
H -0.97328 6.60166 -2.64757 0.000
H -4.08833 2.47183 -0.26234 -0.001
H -4.04983 1.16952 0.94782 0.001
H -3.94521 0.79234 -0.79834 0.001
H -2.64035 0.27764 -5.09459 -0.001
H -4.29113 0.92976 -4.87908 0.000
H -3.67844 -0.36639 -3.80622 0.001
H -0.05047 1.78683 -6.17217 0.000
H 1.16644 2.94804 -5.57755 0.001
H -0.38040 3.54596 -6.21783 0.000
H -0.03926 8.40713 1.76173 0.000
H -0.30000 7.60921 3.32988 0.000
H -1.69518 7.96283 2.27454 0.000

Entry 2:
93
Properties=species:S:1:pos:R:3:mulliken_spin:R:1 method="wB97M-V/def2-TZVPD" s2=6.01 orbital_gap_ev="5.00 / 5.04" total_charge=+3 spin_multiplicity=5 total_energy_ev=-153661.5218
Ho 0.09758 -0.06790 -0.90766 4.095
P 0.67401 -2.45081 -1.96971 -0.002
P 2.85943 -0.11145 -0.10064 -0.008
P -2.51014 0.20784 -1.39846 -0.008
H 3.21536 3.90217 -1.25848 0.000
C 2.23210 4.39796 -1.35151 0.000
C 1.47432 4.70412 -0.30858 0.000
H 1.70116 4.35635 0.71036 0.000
C 1.31515 -2.68037 -3.66618 -0.002
C 1.71748 -3.75256 -1.09554 0.001
C -0.90006 -3.46111 -2.05909 0.001
C 3.39285 1.48029 0.62598 -0.002
C 3.48302 -1.30411 1.14492 -0.002
C 4.05478 -0.33147 -1.47004 0.000
C -3.18285 1.63949 -0.46068 -0.001
C -3.64570 -1.10354 -0.82683 -0.002
C -3.23324 0.53500 -3.03738 -0.001
H 1.91682 4.63078 -2.38133 0.000
H 0.44646 5.11082 -0.45992 0.000
H 1.37478 -3.78049 -3.76427 0.000
H 2.30754 -2.22117 -3.76854 0.000
H 0.62642 -2.25746 -4.40795 0.000
H 1.68678 -4.73636 -1.60094 0.000
H 1.36574 -3.92903 -0.06708 0.000
H 2.77536 -3.45646 -1.03583 0.000
H -0.72379 -4.45764 -2.50036 0.000
H -1.67396 -2.96886 -2.67006 0.000
H -1.33200 -3.63338 -1.06237 0.000
H 4.48963 1.55833 0.58596 0.000
H 3.07225 1.53884 1.67421 0.000
H 2.95381 2.33229 0.08469 0.000
H 4.58226 -1.30133 1.17176 0.000
H 3.13567 -2.31546 0.89935 0.000
H 3.09836 -1.04876 2.14038 0.000
H 5.07441 -0.31203 -1.05465 0.000
H 3.93981 0.47924 -2.20507 0.000
H 3.88273 -1.29103 -1.97865 0.000
H -4.22551 1.82663 -0.75838 0.000
H -2.58330 2.52995 -0.69451 0.000
H -3.13768 1.47003 0.62377 0.000
H -4.64058 -0.86553 -1.23058 0.000
H -3.68665 -1.14180 0.26792 0.000
H -3.33258 -2.08955 -1.19309 0.000
H -4.22919 0.97046 -2.88470 0.000
H -3.32008 -0.40074 -3.60494 0.000
H -2.60088 1.23030 -3.60266 0.000
C 0.75055 1.03517 -4.05362 0.001
C 1.35283 0.38237 -5.16018 -0.002
C 0.94733 0.60785 -6.46853 0.000
C -0.04588 1.56965 -6.75041 -0.001
C -0.59329 2.31341 -5.70338 0.000
C -0.12734 2.11250 -4.40242 0.000
O 0.82050 0.65258 -2.70305 -0.019
H 0.59713 -1.00070 -2.57785 -0.019
H 2.09854 -0.40360 -4.84304 0.000
H 1.38942 0.03499 -7.29221 0.000
H -0.35905 1.73159 -7.77175 0.000
H -1.40893 3.05147 -5.90655 0.000
H -0.55523 2.65838 -3.53843 0.000
C -2.02953 3.72977 4.55221 0.000
C -1.70834 3.95264 3.21887 0.000
C -1.23745 2.89941 2.41398 0.000
C -1.10023 1.61732 2.96414 -0.002
C -1.41287 1.39950 4.31612 -0.001
C -1.88176 2.47009 5.11182 0.000
As -0.35673 0.14868 1.90417 -0.027
C 0.91385 -0.35450 3.31311 -0.001
C 1.73147 0.65105 3.85512 0.000
C 2.65473 0.34721 4.85985 0.000
C 2.74264 -0.96105 5.35771 0.000
C 1.90619 -1.94510 4.84263 0.000
C 0.99160 -1.65513 3.83129 0.000
C -1.76685 -1.20959 2.18856 -0.004
C -1.51439 -2.52649 1.75419 0.005
C -2.50605 -3.49845 1.85688 0.001
C -3.74788 -3.18464 2.42233 0.000
C -3.99550 -1.87886 2.85149 0.000
C -3.01761 -0.89033 2.72584 0.000
H -2.41729 4.56402 5.16902 0.000
H -1.82709 4.94578 2.77841 0.000
H -0.98023 3.07315 1.36841 0.001
H -1.29850 0.41758 4.76109 0.000
H -2.13097 2.28221 6.15723 0.000
H 1.61364 1.68793 3.52748 0.000
H 3.29905 1.12465 5.26685 0.000
H 3.45253 -1.19430 6.15405 0.000
H 1.96446 -2.96405 5.25121 0.000
H 0.31992 -2.43425 3.46667 0.000
H -0.52440 -2.79096 1.36359 -0.001
H -2.30348 -4.52490 1.52699 0.000
H -4.50488 -3.95930 2.55206 0.000
H -4.95900 -1.64090 3.31611 0.000
H -3.22349 0.12565 3.07931 0.000